# 1
{"formula": "C10H15N3O", "method": "the ωB97M-V functional and the def2-TZVPD basis", "e_lumo_ev": 0.2861, "e_above_lowest_ev": 3.8363, "energy_ha": -629.3877, "gap_ev": 9.909, "elements": ["O", "N", "N", "N", "C", "C", "C", "C", "C", "C", "C", "C", "C", "C", "H", "H", "H", "H", "H", "H", "H", "H", "H", "H", "H", "H", "H", "H", "H"], "positions_angstrom": [[-1.9545, -0.8679, 2.7016], [0.6551, 3.8297, -3.4997], [3.3314, 2.6189, -2.6021], [3.4388, -0.8160, -2.6603], [2.6366, 1.5296, -1.9274], [-1.5048, -2.1101, 2.3971], [3.0069, 0.2086, -2.3753], [-0.4670, -1.8719, 1.3038], [-0.1345, 0.9276, -1.5205], [0.5781, 2.8083, -3.0088], [-2.9155, -0.7893, 3.7085], [0.6616, 1.7026, -2.2073], [0.1905, -0.3480, -0.7336], [-0.9022, -0.7493, 0.2978], [-1.2276, 1.2105, -1.4895], [-0.8686, -2.5175, 3.1429], [2.6704, 3.4043, -2.6525], [-3.5411, 0.0599, 3.5857], [-3.5564, -1.7595, 3.5789], [0.4652, -1.4155, 1.7523], [1.0975, -0.2993, -0.2041], [-1.7701, -1.2302, -0.1829], [3.6355, 2.3669, -3.4753], [-2.3837, -2.8079, 2.2049], [0.3900, -1.1245, -1.5531], [-2.5816, -0.7347, 4.7753], [-1.2617, 0.0542, 0.8353], [2.4934, 1.4523, -0.8166], [-0.1818, -2.7321, 0.6251]], "nbo_charge": [-0.55, -0.31, -0.79, -0.30, -0.10, -0.06, 0.23, -0.40, -0.10, 0.23, -0.24, -0.14, -0.45, -0.39, 0.22, 0.17, 0.39, 0.19, 0.16, 0.19, 0.21, 0.19, 0.38, 0.16, 0.24, 0.17, 0.22, 0.24, 0.22]}

# 2
{"formula": "C10H15N3O2PtSbSe4", "method": "the ωB97M-V functional and the def2-TZVPD basis", "multiplicity": 5, "e_lumo_ev": [-3.8062, -5.5717], "e_above_lowest_ev": 1.0362, "s_squared": 6.03, "energy_ha": -10669.8173, "total_charge": 1, "gap_ev": [6.366, 5.015], "elements": ["Pt", "Sb", "Se", "Se", "Se", "Se", "O", "O", "N", "N", "N", "C", "C", "C", "C", "C", "C", "C", "C", "C", "C", "H", "H", "H", "H", "H", "H", "H", "H", "H", "H", "H", "H", "H", "H", "H"], "positions_angstrom": [[-0.5468, 0.7988, -0.7431], [-2.4775, 3.2691, -1.2418], [-4.6551, 2.2227, -0.9569], [-1.0218, 2.9043, 0.8282], [-2.1558, 5.5632, -2.1110], [-0.9985, 1.8164, -2.8203], [0.3732, -1.7346, 2.4804], [-0.0093, 0.1189, 1.2910], [2.1183, 0.1459, -1.1827], [-1.4595, -1.2516, -0.4787], [4.4821, 0.8016, 0.3361], [4.0647, -0.6305, 0.1888], [4.1596, 1.5632, -0.9127], [-0.1780, -1.1231, 1.5815], [-1.1217, -1.8740, 0.6487], [2.6471, 1.5063, -1.1426], [-1.5517, -3.1580, 0.9357], [-2.3543, -3.8071, 0.0114], [-2.6998, -3.1490, -1.1615], [-2.2361, -1.8630, -1.3719], [2.5553, -0.6454, -0.0333], [-3.3225, -3.6231, -1.9069], [-2.4968, -1.3019, -2.2597], [4.6987, 1.0884, -1.7316], [2.4123, 2.0149, -2.0759], [3.9564, 1.2059, 1.1160], [4.3167, -1.1788, 1.0949], [2.2200, -1.6750, -0.1463], [5.4728, 0.8735, 0.5640], [2.1379, 2.0441, -0.3368], [4.6149, -1.0490, -0.6537], [-1.2445, -3.6069, 1.8693], [2.0649, -0.2459, 0.8582], [2.3552, -0.3126, -2.0552], [-2.7108, -4.8118, 0.1947], [4.4979, 2.5931, -0.8115]], "nbo_charge": [0.74, 0.85, -0.45, -0.09, -0.05, -0.33, -0.63, -0.81, -0.63, -0.49, -0.49, -0.24, -0.25, 0.74, 0.09, -0.26, -0.20, -0.14, -0.23, 0.05, -0.28, 0.24, 0.22, 0.22, 0.25, 0.44, 0.25, 0.25, 0.44, 0.22, 0.22, 0.26, 0.25, 0.38, 0.23, 0.24]}

# 3
{"formula": "C10H15N3OPTm", "method": "the ωB97M-V functional and the def2-TZVPD basis", "multiplicity": 3, "e_lumo_ev": [-0.9020, -0.5988], "s_squared": 2.12, "energy_ha": -2055.9168, "gap_ev": [3.956, 4.958], "elements": ["Tm", "P", "O", "N", "N", "N", "C", "C", "C", "C", "C", "C", "C", "C", "C", "C", "H", "H", "H", "H", "H", "H", "H", "H", "H", "H", "H", "H", "H", "H", "H"], "positions_angstrom": [[-0.2783, -2.0299, 0.1988], [-1.1438, -3.9311, -1.6984], [0.6366, -2.0262, 1.9788], [-1.0841, 1.6951, 0.0772], [0.8885, -0.0852, 3.1678], [-0.1889, -0.1422, 1.0729], [1.5227, -0.8581, 4.2435], [0.0987, 1.9353, 2.1992], [-0.2637, 2.2479, -3.4319], [-0.3791, 1.2208, 1.1055], [0.7873, 0.4516, -2.4159], [-0.7669, 0.0535, -2.8852], [0.7166, 1.2766, 3.2258], [0.4740, -0.7396, 2.1095], [-1.2419, 1.2135, -3.4839], [0.9299, 1.7722, -2.8163], [-0.4004, 3.2518, -3.8310], [-1.1969, 1.1240, -0.7621], [-1.2919, -5.2913, -1.2426], [0.8249, -1.6088, 4.6308], [-0.2816, -4.1652, -2.8334], [-2.4039, -3.7837, -2.3834], [1.7928, -0.1607, 5.0384], [-0.0454, 3.0139, 2.2247], [2.4196, -1.3640, 3.8701], [-2.2284, 1.3184, -3.9400], [1.8361, 2.3677, -2.6849], [1.1098, 1.7297, 4.1354], [-1.2096, -0.9457, -2.8349], [1.5190, -0.2383, -1.9828], [-1.1517, 2.6982, -0.0516]], "nbo_charge": [1.59, -0.12, -0.86, -0.78, -0.37, -0.83, -0.40, -0.35, -0.37, 0.37, -0.40, -0.46, -0.14, 0.73, -0.31, -0.31, 0.20, 0.44, 0.04, 0.21, 0.07, 0.07, 0.21, 0.22, 0.22, 0.20, 0.20, 0.20, 0.16, 0.17, 0.40]}

# 4
{"formula": "C10H15N5O2S", "method": "the ωB97M-V functional and the def2-TZVPD basis", "e_lumo_ev": 0.1371, "e_above_lowest_ev": 1.1792, "energy_ha": -1212.4423, "gap_ev": 8.971, "elements": ["S", "O", "O", "N", "N", "N", "N", "N", "C", "C", "C", "C", "C", "C", "C", "C", "C", "C", "H", "H", "H", "H", "H", "H", "H", "H", "H", "H", "H", "H", "H", "H", "H"], "positions_angstrom": [[-2.2515, -3.2273, 2.3568], [-2.0350, -4.5718, 3.0119], [-2.5091, -2.1791, 3.2983], [-0.8520, -2.9199, 1.6178], [-3.4029, -3.1984, 1.0049], [-3.9614, -2.2808, -0.8596], [0.1398, -0.9845, 0.8750], [-1.6663, -0.2061, -0.2881], [2.1589, 2.0844, -2.0421], [-0.9878, -1.7588, 0.9447], [-2.0697, -1.3785, 0.2178], [-0.3114, -0.0003, 0.1751], [2.4157, 2.7308, 0.4000], [1.7052, 1.3754, 0.6646], [1.2654, 0.8296, -1.6910], [-3.1247, -2.2412, 0.1552], [0.6073, 1.0540, -0.3413], [3.0535, 2.5878, -0.9720], [0.5485, 0.8043, -2.5161], [3.6195, 3.4716, -1.3295], [-0.0386, 1.9450, -0.4759], [-0.1328, -3.0619, 2.2888], [-4.7185, -2.7862, -0.4123], [3.8235, 1.7932, -0.9359], [1.4464, 2.8312, -2.4142], [-2.1218, 0.3691, -0.9888], [1.2192, 1.5408, 1.6580], [2.4131, 0.5398, 0.7558], [1.7396, 3.5957, 0.5908], [2.9738, 1.9215, -2.7969], [1.8861, -0.0997, -1.6704], [-4.0376, -1.4148, -1.3728], [3.2056, 2.8350, 1.0914]], "nbo_charge": [2.32, -0.91, -0.94, -0.82, -0.73, -0.76, -0.45, -0.52, -0.39, 0.35, -0.11, 0.45, -0.40, -0.39, -0.39, 0.43, -0.29, -0.40, 0.21, 0.21, 0.20, 0.44, 0.42, 0.19, 0.19, 0.42, 0.22, 0.22, 0.20, 0.22, 0.21, 0.38, 0.21]}

# 5
{"formula": "C10H15NO2", "method": "the ωB97M-V functional and the def2-TZVPD basis", "e_lumo_ev": 0.6966, "e_above_lowest_ev": 5.2749, "energy_ha": -595.1118, "gap_ev": 9.449, "smiles": "CCO/C(O)=C(/C#N)C(C)C.C#C", "elements": ["O", "O", "N", "C", "C", "C", "C", "C", "C", "C", "C", "C", "C", "H", "H", "H", "H", "H", "H", "H", "H", "H", "H", "H", "H", "H", "H", "H"], "positions_angstrom": [[0.9177, -1.3812, 1.3287], [-1.0605, -0.4181, 2.0712], [-3.1199, -0.1000, -0.4879], [-1.4016, 3.5135, -0.9690], [-0.1622, -0.6608, 1.0306], [0.2989, -0.3664, -1.3592], [-2.0011, -0.1431, -0.3222], [2.1144, 0.0476, 2.8889], [1.3355, -1.2384, 2.7109], [-0.4345, 0.3682, -2.4227], [0.6558, -1.7573, -1.9008], [-0.5915, -0.2889, -0.1788], [-2.4083, 2.9059, -1.2533], [1.4657, -1.6678, -2.5880], [0.4434, -1.1840, 3.2280], [-3.2291, 2.1993, -1.4129], [-0.1701, -2.2828, -2.5115], [-0.8237, 1.2958, -2.1121], [1.9335, -2.1565, 3.1325], [-1.1137, -0.2681, -2.8648], [0.2128, 0.5722, -3.2619], [2.8936, 0.1308, 2.1046], [1.3021, 0.1919, -1.1204], [-1.7764, 0.2047, 1.7878], [-0.4846, 4.0049, -1.1291], [1.4189, 0.9347, 2.8555], [2.6487, 0.0151, 3.8876], [1.1361, -2.4713, -1.1317]], "nbo_charge": [-0.47, -0.71, -0.37, -0.27, 0.71, -0.22, 0.29, -0.65, -0.08, -0.61, -0.61, -0.35, -0.22, 0.21, 0.21, 0.26, 0.21, 0.23, 0.20, 0.21, 0.21, 0.22, 0.21, 0.52, 0.23, 0.22, 0.22, 0.22]}

# 6
{"formula": "C10H15NO2", "method": "the ωB97M-V functional and the def2-TZVPD basis", "e_lumo_ev": 0.7237, "e_above_lowest_ev": 1.7044, "energy_ha": -595.2430, "gap_ev": 9.049, "smiles": "Cc1ccc(O)cc1.CCC(N)=O", "elements": ["O", "O", "N", "C", "C", "C", "C", "C", "C", "C", "C", "C", "C", "H", "H", "H", "H", "H", "H", "H", "H", "H", "H", "H", "H", "H", "H", "H"], "positions_angstrom": [[1.1958, -0.4493, -3.6012], [2.7847, -1.4921, 2.4139], [1.1743, 1.4542, -2.4856], [-1.5814, 1.7410, 2.0331], [1.5628, -1.0341, 2.0408], [0.4811, 0.3286, -3.0198], [-0.8675, -0.0470, -2.4493], [-0.5587, -0.3625, 2.8284], [0.1868, 0.5173, 0.7249], [1.3432, -0.2370, 0.9479], [-1.1650, -1.5250, -2.5739], [-0.6655, 0.5934, 1.8076], [0.5045, -1.2235, 2.9652], [-1.6939, 0.5262, -2.8772], [0.0093, 0.9116, -0.2680], [-1.2577, -0.3076, 3.6850], [-0.9844, 2.6184, 2.3035], [-1.0097, -2.1730, -1.7241], [-2.2277, -1.7560, -2.8066], [-0.7401, -1.9578, -3.4676], [-2.2146, 2.1193, 1.2031], [0.7223, 2.2933, -2.1452], [3.3905, -1.7221, 1.7025], [-1.0318, 0.2059, -1.4155], [2.1142, -0.2257, 0.1500], [2.1609, 1.6315, -2.5414], [-2.2899, 1.4736, 2.7928], [0.6574, -1.9013, 3.7767]], "nbo_charge": [-0.58, -0.68, -0.86, -0.63, 0.29, 0.68, -0.53, -0.20, -0.21, -0.28, -0.62, -0.04, -0.24, 0.23, 0.22, 0.21, 0.22, 0.22, 0.21, 0.24, 0.21, 0.38, 0.49, 0.24, 0.21, 0.40, 0.21, 0.23]}